Formula: C24H71AsCl2F6O28P5
Source: OMol25
Level of theory: ωB97M-V/def2-TZVPD

Positions of all 137 atoms, in Å:
As (-0.54013, -0.94229, -0.38491)
F (-0.67383, -0.38394, 1.24046)
F (1.16689, -0.70417, -0.35748)
F (-0.39034, -1.53752, -2.00823)
F (-2.25767, -1.21641, -0.34328)
F (-0.82153, 0.67179, -0.90118)
F (-0.35994, -2.59068, 0.17568)
C (8.01354, -0.70838, -0.55597)
O (7.64258, -1.01768, 0.79957)
P (6.12336, -1.29085, 1.14188)
O (5.88862, -1.54541, 2.56332)
O (5.40126, -0.06003, 0.49208)
C (3.96831, 0.04933, 0.40288)
O (5.65738, -2.46597, 0.18127)
C (6.22042, -3.77093, 0.31771)
H (8.77456, -1.42320, -0.85668)
H (8.41295, 0.30450, -0.57516)
H (7.15396, -0.72264, -1.22321)
H (3.74241, 0.64421, -0.47757)
H (3.58244, 0.53846, 1.29625)
H (3.51306, -0.93386, 0.30551)
H (5.40706, -4.49173, 0.38000)
H (6.79215, -3.87563, 1.24236)
H (6.85066, -3.98268, -0.54370)
C (0.87218, 2.12168, 3.08782)
O (-0.41478, 2.68415, 3.30349)
P (-0.76407, 4.17123, 2.92636)
O (-2.18190, 4.47301, 2.93581)
O (0.15364, 4.96193, 3.95187)
C (0.28700, 6.37585, 3.81014)
O (-0.01971, 4.43264, 1.55640)
C (-0.56489, 3.72211, 0.41416)
H (0.84072, 1.39679, 2.27360)
H (1.20884, 1.62664, 3.99888)
H (1.61989, 2.88222, 2.84713)
H (-0.34735, 6.77502, 3.02112)
H (1.33217, 6.61134, 3.60405)
H (0.03544, 6.84394, 4.76169)
H (-0.50744, 4.38706, -0.44232)
H (-1.59046, 3.40445, 0.60565)
H (0.05179, 2.83878, 0.22922)
C (2.76375, 3.93643, -5.52684)
O (3.61498, 3.23940, -4.60184)
P (3.07440, 2.22614, -3.54052)
O (4.09549, 1.36562, -2.94112)
O (1.91877, 1.49433, -4.32236)
C (1.14960, 0.54330, -3.56168)
O (2.27081, 3.10142, -2.48677)
C (2.92727, 3.59553, -1.31948)
H (1.75397, 3.53756, -5.49411)
H (3.18362, 3.81146, -6.52120)
H (2.77529, 4.99182, -5.26256)
H (0.11387, 0.70290, -3.84940)
H (1.20542, 0.73490, -2.48887)
H (1.44683, -0.48787, -3.73511)
H (3.48203, 2.80610, -0.81216)
H (2.17140, 3.98484, -0.64253)
H (3.63434, 4.38618, -1.57967)
C (-1.46416, 0.62224, 5.62944)
O (-2.56914, -0.25333, 5.83783)
P (-2.46461, -1.77032, 5.45786)
O (-1.46773, -2.57079, 6.15139)
O (-2.30993, -1.67789, 3.87487)
C (-2.42770, -2.88598, 3.12736)
O (-3.92850, -2.30380, 5.69655)
C (-5.03517, -1.69029, 5.01181)
H (-0.75627, 0.53263, 6.45755)
H (-1.81965, 1.63380, 5.47757)
H (-0.86404, 0.33082, 4.76066)
H (-3.42735, -2.89904, 2.68188)
H (-2.33598, -3.80012, 3.71828)
H (-1.71287, -2.93901, 2.30919)
H (-5.47224, -2.42422, 4.33599)
H (-4.72294, -0.79230, 4.48317)
H (-5.77230, -1.43480, 5.77154)
C (-1.00218, 3.15598, -3.26169)
O (-2.10899, 2.33590, -2.86183)
P (-3.43600, 2.97446, -2.33735)
O (-3.34060, 4.17043, -1.51004)
O (-4.30417, 3.19084, -3.65796)
C (-5.58674, 3.79860, -3.46385)
O (-4.11187, 1.75683, -1.59553)
C (-4.38768, 0.52006, -2.25948)
H (-0.18490, 3.01143, -2.56224)
H (-1.25150, 4.21369, -3.34069)
H (-0.71945, 2.79475, -4.25004)
H (-6.11413, 3.78330, -4.41316)
H (-5.46020, 4.84452, -3.17814)
H (-6.13962, 3.28443, -2.67894)
H (-3.56593, -0.18305, -2.12712)
H (-4.53326, 0.67069, -3.33017)
H (-5.28547, 0.09340, -1.81989)
C (0.64384, -4.45237, -4.42896)
C (-0.08561, -3.34143, -5.13617)
O (-1.14903, -2.79882, -4.37638)
O (-0.14410, -5.60419, -4.17416)
H (1.03720, -4.07882, -3.47097)
H (1.53049, -4.79804, -4.96522)
H (-0.49398, -3.67878, -6.09101)
H (0.63537, -2.54575, -5.38062)
H (-0.77804, -2.38072, -3.59050)
H (-0.80325, -5.33099, -3.52390)
C (-4.74507, 0.51777, 1.95127)
C (-3.47620, 1.30395, 1.78701)
O (-3.73568, 2.59471, 1.26291)
O (-5.57386, 1.09041, 2.96448)
H (-4.54624, -0.54158, 2.16128)
H (-5.28513, 0.54286, 0.99132)
H (-2.85877, 0.74957, 1.07124)
H (-2.88764, 1.37096, 2.70252)
H (-4.05204, 2.42249, 0.36935)
H (-6.41042, 0.61757, 2.96614)
C (2.38672, -1.55305, 2.99517)
C (1.39008, -2.23020, 3.88958)
O (1.87515, -3.46554, 4.40550)
O (3.37869, -0.91859, 3.81182)
H (1.87498, -0.82324, 2.35582)
H (2.88081, -2.29914, 2.36190)
H (0.49949, -2.45449, 3.30185)
H (1.12330, -1.56448, 4.71681)
H (2.63340, -3.25387, 4.95787)
H (4.20807, -0.90934, 3.31316)
C (-2.44026, -5.15115, -1.43757)
C (-3.59327, -4.16815, -1.42533)
O (-3.78457, -3.58831, -2.69742)
O (-1.22789, -4.48428, -1.74015)
H (-2.60011, -5.89319, -2.22544)
H (-2.37605, -5.71237, -0.49692)
H (-3.34762, -3.40342, -0.67235)
H (-4.51519, -4.65404, -1.10305)
H (-2.97169, -3.12117, -2.92545)
H (-0.92607, -3.94333, -0.99858)
C (3.63514, -1.95567, -2.38157)
Cl (3.49749, -2.40629, -4.08609)
Cl (2.97108, -3.17167, -1.29120)
H (4.69324, -1.83766, -2.17655)
H (3.13552, -1.01319, -2.18673)

HOMO (Ha): -0.272
Charge: -1
Total energy (eV): -232020.7029
Kohn-Sham gap (Eh): 0.346
Lowest unoccupied orbital energy (eV): 2.020